Record 1
The following is a DFT calculation (ωB97M-V with the def2-TZVPD basis set) of a cluster of 2 separate species, C5H13NS2 in total.

Computed properties:
Orbital gap (alpha / beta)   9.2 / 5.3 eV
Multiplicity   2
Total charge   +1
LUMO (alpha / beta)   -4.13 / -7.79 eV
HOMO energy (alpha / beta)   -0.489 / -0.481 hartree

```
21
Properties=species:S:1:pos:R:3:nbo_charge:R:1
C 1.3964 -1.8366 -0.8051 -0.78
C -1.0594 -0.2035 2.2894 -0.19
H -2.7678 0.2906 1.2038 0.20
H -1.1723 -2.0794 0.5762 0.35
C -0.7745 1.0664 2.5670 -0.37
S 1.1925 -0.2025 -0.0518 0.58
H 0.3924 -2.1856 -1.0401 0.27
H -1.3873 1.8578 2.1520 0.20
H 1.9538 -1.7269 -1.7328 0.27
S 1.3050 1.0250 -1.7227 0.24
H -2.5406 -1.7562 -0.2308 0.38
C -0.4917 1.4355 -1.8210 -0.71
H -0.5324 2.3862 -2.3468 0.25
N -1.7951 -1.3259 0.3014 -0.81
H -0.9887 0.6813 -2.4262 0.25
H -0.4152 -1.0215 2.6120 0.19
H 0.0334 1.3176 3.2412 0.22
H 1.9155 -2.4294 -0.0538 0.26
C -2.2605 -0.6279 1.5113 -0.27
H -0.8941 1.4718 -0.8149 0.25
H -2.9785 -1.2093 2.0979 0.21
```


Record 2
The following is a DFT calculation (ωB97M-V with the def2-TZVPD basis set) of a cluster of 2 separate species, C5H13NSi in total.

Computed properties:
Orbital gap (alpha / beta)   8.9 / 7.0 eV
LUMO (alpha / beta)   -0.45 / -1.06 eV
HOMO energy (alpha / beta)   -0.344 / -0.297 hartree

```
20
Properties=species:S:1:pos:R:3:nbo_charge:R:1
H -3.2871 1.5340 -0.7781 0.23
H 1.7395 2.0769 0.8442 0.22
H -3.9555 0.0075 0.0548 0.21
H -0.3898 -1.7194 -0.7185 0.25
H 3.6394 -1.3426 -1.1741 0.20
H 2.8161 0.9005 -1.3262 0.22
C 3.0522 -0.8372 -0.3926 -0.32
N -0.4301 1.2944 -0.4304 -1.01
C 2.5763 0.4180 -0.3609 -0.28
C -0.7952 -1.4966 0.2965 -1.11
C -3.2946 0.4032 -0.5824 -1.00
H 0.0362 -1.5969 0.8975 0.22
H 2.8124 -1.5463 0.4172 0.17
H -1.5446 -2.2441 0.8091 0.24
C 1.8992 0.9725 0.7612 -0.26
Si -1.4779 0.2807 0.3592 1.48
H -0.2258 2.2121 -0.5854 0.36
H -3.3423 -0.2340 -1.4567 0.23
H 1.7370 0.2466 1.4828 0.19
H -1.5656 0.6707 1.8828 -0.23
```


Record 3
The following is a DFT calculation (ωB97M-V with the def2-TZVPD basis set) of a cluster of 2 separate species, C5H13O2 in total.

Computed properties:
Orbital gap   7.4 eV
Total charge   -1
LUMO   3.98 eV
HOMO energy   -0.125 hartree

```
20
Properties=species:S:1:pos:R:3:nbo_charge:R:1
C 1.0310 -1.0878 -1.0212 -0.61
O -2.9887 0.0627 1.0110 -1.08
H 0.2533 -0.9741 -1.7653 0.25
H -2.4879 0.2051 0.0418 0.49
H 2.5633 -0.2240 0.9490 0.18
H 1.7731 -1.6466 1.6064 0.19
H 1.1776 1.4871 -0.2643 0.16
H -0.3698 -0.9787 0.5794 0.23
C 0.5335 -0.4536 0.2802 -0.22
H -3.3247 -0.8443 0.9060 0.43
O -1.7948 0.2717 -1.1464 -0.92
H 1.2233 -2.1583 -0.8930 0.18
H -1.4202 2.2282 -0.6823 0.12
H 1.9493 -0.6120 -1.3488 0.17
C 0.2345 1.0305 0.0498 -0.42
H 1.3795 -0.0702 2.2763 0.20
C 1.6195 -0.5916 1.3518 -0.60
H -0.4255 1.5620 -1.9510 0.11
C -0.8886 1.3023 -0.9851 -0.04
H -0.0376 1.4916 1.0059 0.19
```


Calculated total energy, respectively: -28547.29021 -14759.12170 -9491.26435 eV.
Energy relative to the best compared isomer or geometry (same formula, charge and spin), respectively: 0.873 4.938 0.064 eV.
Strongest force on any atom, respectively: 0.026 0.111 0.014 hartree/bohr.